[1]
Here is a 6-piece molecular cluster, C30H69O18P3S3 overall in a non-equilibrium geometry from OMol25. Energies are from ωB97M-V/def2-TZVPD.

Geometry as XYZ:
```
123
Properties=species:S:1:pos:R:3
C -8.52878 -21.99022 5.58100
C -7.71815 -20.89902 4.84342
O -7.47967 -21.47409 3.55538
P -6.07173 -22.23136 3.37286
O -5.05776 -21.87756 4.37770
O -6.51699 -23.76617 3.33934
C -7.71598 -24.21527 2.74757
C -7.63793 -24.36852 1.20918
O -5.65014 -21.98449 1.83561
C -4.41391 -22.39236 1.30885
C -4.16893 -21.85795 -0.11408
H -7.86589 -22.86387 5.62012
H -8.76508 -21.96630 6.64917
H -9.42406 -22.23957 5.01652
H -8.37739 -20.05381 4.64617
H -6.83066 -20.61090 5.39997
H -7.88869 -25.23975 3.08937
H -8.63310 -23.69039 3.01035
H -8.62575 -24.27219 0.76040
H -6.96692 -23.62354 0.77889
H -7.15746 -25.27374 0.82903
H -3.57194 -22.10728 1.95188
H -4.26861 -23.47692 1.24690
H -4.60148 -22.66251 -0.71408
H -4.61835 -20.90952 -0.40170
H -3.11497 -21.74390 -0.36361
C -7.38794 -27.48827 -8.31006
C -7.34049 -27.68799 -6.76317
O -6.39229 -26.73109 -6.25450
P -6.10397 -26.57735 -4.65446
O -4.89522 -25.80657 -4.33169
O -6.00206 -28.09842 -4.20458
C -4.76678 -28.76740 -4.01563
C -4.71134 -30.08969 -4.78437
O -7.50868 -26.03970 -4.10978
C -7.68696 -24.61942 -3.86071
C -6.84187 -24.14057 -2.70208
H -6.42678 -27.04184 -8.55846
H -7.32118 -28.50917 -8.68257
H -8.21855 -26.85743 -8.59958
H -8.30697 -27.62427 -6.26261
H -6.84868 -28.64017 -6.54640
H -3.89953 -28.16570 -4.30639
H -4.53557 -28.84272 -2.95026
H -4.40936 -29.88996 -5.81103
H -3.98524 -30.78287 -4.36453
H -5.70374 -30.53706 -4.73525
H -7.51855 -24.15310 -4.83366
H -8.73510 -24.46420 -3.60548
H -5.78312 -24.09057 -2.94154
H -7.09805 -23.12527 -2.38479
H -7.04769 -24.80587 -1.86255
C -7.94675 -25.50987 6.73562
C -6.46670 -25.31074 6.43307
O -5.89825 -26.52508 6.01042
P -4.34786 -26.69314 5.66936
O -3.57594 -25.44116 5.79450
O -4.37109 -27.40083 4.22086
C -3.78232 -26.81302 3.03878
C -4.49849 -27.51369 1.88874
O -3.99052 -27.90080 6.58527
C -3.07442 -28.96041 6.24683
C -3.03943 -29.92743 7.40161
H -7.98850 -26.17555 7.60231
H -8.55516 -24.63183 6.92850
H -8.32408 -26.01760 5.84574
H -6.48935 -24.55459 5.64036
H -5.93748 -24.73742 7.19711
H -4.12380 -25.77551 3.03219
H -2.69552 -26.82794 3.03325
H -5.57421 -27.37484 2.01681
H -4.21184 -27.12331 0.91013
H -4.42869 -28.60184 1.82610
H -3.44644 -29.44813 5.34896
H -2.07696 -28.51359 6.21095
H -2.75433 -29.32135 8.26346
H -3.98543 -30.46500 7.42429
H -2.21133 -30.62765 7.28675
O -8.11552 -18.02093 1.53944
S -8.69322 -17.99446 0.21163
O -9.50360 -16.87243 -0.24776
C -7.32688 -18.28366 -0.93972
C -7.22700 -19.80155 -0.98508
C -8.58756 -20.46606 -0.93786
C -9.56954 -19.55667 -0.21631
H -6.46692 -17.71551 -0.59434
H -7.54180 -17.89006 -1.93718
H -6.47520 -20.14610 -1.69406
H -6.74201 -20.01490 -0.02054
H -8.40928 -21.42906 -0.45014
H -8.97677 -20.77410 -1.91009
H -10.15892 -19.85632 0.64684
H -10.28361 -19.18610 -0.95308
O -7.88684 -21.40587 11.40921
S -8.12916 -21.48215 9.98019
O -9.48064 -21.53925 9.46301
C -7.24503 -20.12668 9.15417
C -5.84737 -20.59250 8.73186
C -5.99138 -22.10998 8.44181
C -7.03156 -22.80772 9.33991
H -7.32393 -19.18493 9.69241
H -7.81079 -19.96076 8.23039
H -5.38344 -20.09354 7.89045
H -5.24780 -20.57296 9.64524
H -5.05827 -22.65189 8.59718
H -6.25034 -22.28253 7.39385
H -6.56469 -23.19907 10.24046
H -7.68306 -23.55297 8.89213
O -0.67706 -17.85343 1.77403
S -1.76447 -18.68839 1.32393
O -1.33865 -19.81812 0.50460
C -2.81931 -19.22620 2.72150
C -4.19400 -18.97608 2.19228
C -4.22089 -17.63801 1.45012
C -3.08619 -17.69476 0.40203
H -2.48180 -18.55915 3.51274
H -2.54734 -20.27781 2.78192
H -4.40403 -19.75534 1.44856
H -5.04828 -19.19469 2.83653
H -4.17941 -16.79463 2.13363
H -5.20283 -17.75242 0.98869
H -2.64240 -16.72006 0.22611
H -3.36830 -18.23442 -0.49553
```

The spin multiplicity is 1. The relative energy (zero: lowest compared OMol25 entry of this formula, charge and spin) is 21.5 kcal/mol. Its frontier orbital gap is 10.36 eV. As for the SMILES: CCOP(=O)(OCC)OCC.CCOP(=O)(OCC)OCC.CCOP(=O)(OCC)OCC.O=S1(=O)CCCC1.O=S1(=O)CCCC1.O=S1(=O)CCCC1. The calculation puts the HOMO energy at -10.20 eV.

[2]
Here is C30H70F2KN11O14S2 as an isolated structure in a non-equilibrium geometry from OMol25. Energies are from ωB97M-V/def2-TZVPD.

Geometry as XYZ:
```
130
Properties=species:S:1:pos:R:3
K 3.26363 2.56137 -1.53618
N 1.47056 0.84122 -0.70847
S 0.04371 0.91319 -0.35816
O -0.29693 1.04815 1.09700
O -0.86983 0.05821 -1.14197
F -0.27069 2.41400 -0.90713
S 1.64355 -0.85487 -0.59323
O 1.16037 -1.61234 -1.69951
O 1.40483 -1.41881 0.74408
F 3.21100 -0.85168 -0.88898
C 1.63812 -7.05517 -1.38375
O 2.49117 -7.90313 -1.19473
N 1.71749 -6.16643 -2.40459
C 0.63406 -5.08420 -2.54132
C 2.54401 -6.24176 -3.56962
H 0.73226 -6.92864 -0.77087
H -0.00814 -5.30246 -3.39456
H 1.11435 -4.13867 -2.79312
H 0.02912 -4.87772 -1.65842
H 1.92182 -6.28836 -4.46338
H 3.17233 -5.35280 -3.62487
H 3.19266 -7.11775 -3.57170
C 2.21097 1.66534 -5.26598
O 2.68195 2.08379 -4.18932
N 1.11567 0.92606 -5.32605
C 0.30085 0.60198 -6.53037
C 0.31147 0.64689 -4.14338
H 2.58146 1.89358 -6.27733
H 0.96988 0.58606 -7.39074
H -0.50059 1.30583 -6.75484
H -0.14065 -0.39037 -6.43846
H -0.69971 1.00485 -4.33697
H 0.24626 -0.40511 -3.86567
H 0.71795 1.13951 -3.26008
C -4.20344 0.75547 -3.97691
O -3.26541 1.26719 -4.59270
N -4.04848 -0.50248 -3.37924
C -5.05188 -1.25673 -2.69243
C -2.75887 -1.19057 -3.50156
H -5.19933 1.20938 -3.85699
H -4.95485 -1.07160 -1.62266
H -4.81556 -2.30890 -2.85119
H -6.02299 -0.90170 -3.03738
H -2.92186 -2.04337 -4.16054
H -1.89432 -0.62133 -3.84310
H -2.32890 -1.54869 -2.56615
C 0.02867 4.50302 2.60880
O -0.42536 4.49858 3.74057
N 0.06496 5.61883 1.83676
C 0.76120 5.59490 0.55614
C -0.41292 6.94206 2.27686
H 0.58407 3.65904 2.17129
H 0.13036 6.08953 -0.18245
H 0.99073 4.62996 0.10412
H 1.65030 6.22461 0.52352
H 0.39811 7.64679 2.46043
H -0.97489 7.31616 1.42110
H -1.13349 6.83899 3.08817
C 1.63179 -6.60119 3.71013
O 2.67122 -6.15877 4.19588
N 0.81518 -5.92687 2.82809
C -0.24297 -6.50995 2.07976
C 1.06930 -4.46709 2.58056
H 1.24523 -7.61113 3.91702
H 0.04627 -7.51219 1.76361
H -0.48550 -6.00686 1.14371
H -1.18529 -6.66919 2.60395
H 0.16840 -3.87564 2.74382
H 1.77985 -4.01133 3.27014
H 1.34681 -4.05069 1.61222
C 4.83994 -3.55252 1.36869
O 5.00847 -2.37977 1.18444
N 4.13483 -4.45432 0.67182
C 4.06452 -5.89043 1.22564
C 3.67573 -4.20821 -0.72858
H 5.18782 -4.04806 2.28825
H 3.06466 -6.29975 1.37002
H 4.72314 -6.03713 2.08168
H 4.56596 -6.37434 0.38749
H 4.09861 -3.27790 -1.10780
H 4.10152 -4.98181 -1.36760
H 2.58725 -4.25837 -0.70027
C -0.71132 -0.88539 3.62715
O -1.18367 -2.04126 3.76393
N -0.76910 0.07593 4.61682
C -0.15308 1.38055 4.60373
C -1.33101 -0.34580 5.92932
H -0.25896 -0.56698 2.67522
H -0.62411 1.96489 5.39416
H -0.24606 1.85421 3.62644
H 0.91186 1.24376 4.79159
H -2.08257 -1.07921 5.63716
H -0.64204 -0.83825 6.61557
H -1.80201 0.51589 6.40235
C -4.14621 4.02792 3.71763
O -4.69125 5.03403 4.21566
N -3.96016 3.86837 2.38473
C -3.07760 2.78672 1.86623
C -4.19041 4.82114 1.36917
H -3.84733 3.14046 4.29667
H -3.58788 1.90235 1.48466
H -2.38070 2.35566 2.58499
H -2.35162 3.11552 1.12263
H -5.11302 5.31550 1.67332
H -3.25538 5.36191 1.22285
H -4.46785 4.27094 0.47006
C 4.61976 0.83871 3.70275
O 4.19513 1.31432 4.72596
N 4.07094 1.11052 2.48651
C 4.86633 0.79929 1.29628
C 2.88944 1.90864 2.23757
H 5.31651 -0.01085 3.63221
H 5.16709 1.81930 1.05706
H 4.34749 0.41982 0.41600
H 5.69226 0.09296 1.38012
H 2.82317 2.52094 1.33823
H 2.10745 1.15599 2.13705
H 2.53557 2.48570 3.09190
C -5.33237 4.76439 -3.13436
O -5.76505 3.69984 -3.51248
N -4.12648 4.96056 -2.54439
C -3.12341 3.90974 -2.25656
C -3.73437 6.36353 -2.28164
H -6.04437 5.60265 -3.08370
H -2.53292 4.19655 -1.38641
H -2.43948 3.66730 -3.06992
H -3.58477 2.94026 -2.06849
H -2.93197 6.53164 -1.56333
H -3.32972 6.74734 -3.21814
H -4.56833 6.99666 -1.97872
```

The spin multiplicity is 2. Its frontier orbital gap (spin up / spin down) is 6.56 / 1.87 eV. The charge is +1. The calculation puts the HOMO energy (spin up / spin down) at -10.16 / -10.16 eV.